Entry 1:
DFT (the ωB97M-V functional and the def2-TZVPD basis) results for a cluster of 3 separate species, C30H52Br2Cl2N2O4 in total.

Geometry as XYZ:
```
92
Properties=species:S:1:pos:R:3:lowdin_charge:R:1
C 9.22466 -0.32788 4.72697 -0.074
C 7.73554 -0.65725 4.38319 -0.239
C 6.62430 -0.21821 5.25554 -0.037
C 5.25490 -0.56214 4.95678 -0.023
C 4.87822 -1.38691 3.77564 -0.177
C 3.36511 -1.65279 3.62847 -0.103
C 2.79879 -2.76797 2.73245 -0.403
O 2.86394 -2.63485 1.30499 -0.089
C 3.63631 -1.65588 0.74387 -0.488
O 3.60091 -0.46595 0.87966 0.115
C 4.64899 -2.16074 -0.37864 -0.002
C 3.79657 -2.61786 -1.62130 -0.449
O 2.78493 -2.01047 -1.82781 0.121
O 4.17580 -3.67680 -2.44182 0.085
C 3.31252 -4.28859 3.00630 -0.522
Cl 4.13483 -4.94264 1.46654 0.634
C 4.34758 -4.53336 4.15008 -0.669
C 3.89560 -4.34819 5.63877 -0.173
Cl 4.78724 -6.34266 4.04481 0.535
C 1.20312 -2.86630 3.00549 -0.572
Br 0.72229 -3.57172 4.79325 0.821
C 0.30471 -1.60777 2.80678 -0.736
C 0.28375 -0.54722 4.01692 -0.180
Br 0.38086 -0.60442 1.12210 0.857
C 5.98380 -1.77696 2.93602 -0.036
C 7.39802 -1.44484 3.20199 -0.016
H 9.48823 -0.99954 5.59822 0.085
H 9.38143 0.71867 5.08044 0.077
H 9.92833 -0.62826 3.90480 0.078
H 6.89668 0.37660 6.15367 0.106
H 4.45913 -0.21604 5.66846 0.114
H 2.95524 -1.76862 4.67188 0.092
H 2.91683 -0.67347 3.27711 0.140
H 5.29626 -1.30672 -0.72403 0.146
H 5.35199 -2.94350 0.00027 0.078
H 4.55311 -4.37750 -1.87306 0.111
H 2.46561 -5.01886 3.12814 0.086
H 5.34560 -4.04001 4.04078 0.086
H 3.33360 -3.41612 5.87170 0.030
H 3.34541 -5.25482 6.01775 0.070
H 4.83778 -4.30975 6.26062 0.090
H 0.85895 -3.65682 2.27804 0.118
H -0.75308 -2.00265 2.83249 0.081
H 0.36396 0.47938 3.56670 0.055
H 1.06196 -0.74050 4.78867 0.039
H -0.70599 -0.55558 4.55335 0.081
H 5.77212 -2.40947 2.04724 0.078
H 8.15375 -1.82506 2.48331 0.105
C -2.13819 3.87493 -3.39496 -0.095
C -1.05991 2.86146 -3.03356 -0.273
N -1.56529 1.68476 -2.34412 -0.190
C -0.50865 0.85128 -1.78061 -0.296
C 0.46069 0.17507 -2.75104 -0.078
C -2.63560 0.96263 -3.01761 -0.246
C -2.35164 0.41505 -4.41842 -0.081
H -2.69039 4.19641 -2.50869 0.077
H -1.67788 4.75864 -3.84290 0.072
H -2.84792 3.47662 -4.12371 0.059
H -0.34942 3.37115 -2.37439 0.118
H -0.50552 2.59705 -3.94468 0.099
H -0.95822 0.08543 -1.14251 0.046
H 0.08030 1.47444 -1.09596 0.094
H 0.00538 -0.68301 -3.24421 0.063
H 1.32654 -0.20058 -2.20192 0.044
H 0.83462 0.86148 -3.51251 0.070
H -3.50782 1.62169 -3.07860 0.084
H -2.97096 0.13780 -2.38016 0.116
H -1.82048 1.12979 -5.04981 0.069
H -3.29682 0.17986 -4.91436 0.070
H -1.78096 -0.51225 -4.38428 0.055
C -6.71951 1.22319 -2.31162 -0.090
C -6.62531 2.68941 -2.71093 -0.274
N -7.07168 2.96161 -4.06897 -0.193
C -6.73956 4.30679 -4.52180 -0.248
C -7.39724 5.48668 -3.80122 -0.089
C -8.41418 2.50531 -4.40343 -0.249
C -9.57818 3.04794 -3.57031 -0.087
H -6.15519 0.59012 -3.00021 0.074
H -6.30215 1.08654 -1.31144 0.075
H -7.75274 0.87089 -2.28004 0.064
H -5.57130 2.97610 -2.62827 0.105
H -7.17114 3.29144 -1.97123 0.099
H -6.95080 4.38729 -5.59293 0.112
H -5.65267 4.42739 -4.44233 0.103
H -8.43813 5.61134 -4.09780 0.054
H -6.87989 6.41305 -4.06716 0.071
H -7.34974 5.39126 -2.71568 0.066
H -8.42989 1.41295 -4.34131 0.100
H -8.61051 2.71342 -5.46023 0.114
H -9.35905 3.06274 -2.50102 0.068
H -10.45541 2.41273 -3.71545 0.071
H -9.86781 4.05117 -3.88121 0.053
```

Highest occupied orbital energy: -7.76 eV
LUMO: 0.2 eV
SMILES: Cc1ccc(C[C@@](OC(=O)CC(=O)O)([C@@H](Cl)[C@@H](C)Cl)[C@@H](Br)[C@@H](C)Br)cc1.CCN(CC)CC.CCN(CC)CC



Entry 2:
DFT (the ωB97M-V functional and the def2-TZVPD basis) results for a structure of composition C19H32IN4O3Si2Tc.

Geometry as XYZ:
```
62
Properties=species:S:1:pos:R:3:mulliken_spin:R:1
Tc 0.44430 -0.44262 -0.38846 1.329
N 2.52418 -0.57086 -0.92016 -0.010
C 2.81559 -2.02142 -1.06675 -0.008
C 1.63262 -2.71231 -1.74315 0.002
O 1.79425 -3.52373 -2.62240 -0.001
O 0.45518 -2.33263 -1.29382 -0.016
H 2.56331 -0.12754 -1.83786 -0.002
H 3.21110 -0.12945 -0.31877 0.013
H 2.91606 -2.44445 -0.06515 0.005
H 3.73382 -2.19971 -1.62257 0.001
C -2.21421 2.17048 0.34951 -0.006
Si -0.36902 1.79638 0.50771 -0.141
C 0.74517 3.07277 -0.33367 -0.038
C -0.08345 1.82249 2.37691 -0.065
C -0.56260 2.87436 3.16608 0.007
C -0.43853 2.84573 4.54433 -0.001
C 0.15439 1.75217 5.16683 0.001
C 0.63470 0.70463 4.40024 -0.003
C 0.52669 0.73635 3.00509 0.044
Si 1.32325 -0.57731 1.94034 -0.111
C 0.95417 -2.32834 2.53795 0.008
C 3.18355 -0.29337 2.05659 0.000
H -2.36819 3.22377 0.10116 -0.004
H -2.71075 1.98747 1.30320 0.002
H -2.70675 1.57929 -0.41890 0.003
H 0.18272 3.99033 -0.52303 -0.010
H 1.15167 2.73680 -1.28795 0.001
H 1.57959 3.31976 0.32387 0.000
H -1.05074 3.72579 2.70332 0.001
H -0.81162 3.66881 5.13979 0.000
H 0.24055 1.72184 6.24506 0.000
H 1.09984 -0.14154 4.89571 0.000
H 1.79704 -2.69802 3.12649 -0.001
H 0.78885 -3.03394 1.72213 0.001
H 0.06956 -2.34746 3.17588 0.000
H 3.42243 -0.30629 3.12393 -0.001
H 3.48645 0.69048 1.69022 0.000
H 3.79944 -1.06454 1.59009 0.000
N -1.14907 1.71484 -2.48100 0.009
H -1.57226 2.62537 -2.32993 0.000
H -1.77242 1.21882 -3.11178 -0.001
H -0.29542 1.86372 -3.00628 -0.002
N -0.19618 -1.75988 -4.05392 0.001
C 0.61439 -0.69734 -4.08663 0.003
O 0.94029 -0.07830 -3.06241 -0.005
C 1.09845 -0.23800 -5.43391 0.000
I -0.34187 1.06859 -6.31221 0.000
H -0.30238 -2.23028 -3.15828 0.002
H -0.32086 -2.31596 -4.88354 0.000
H 1.24596 -1.05951 -6.12795 0.000
H 2.01022 0.33619 -5.31574 0.000
C -4.18580 -1.80629 0.38974 0.011
C -3.39676 -1.48015 1.47949 -0.006
C -2.11012 -1.02561 1.26415 0.007
N -1.58946 -0.90564 0.03380 -0.038
C -2.35527 -1.22744 -1.01964 0.022
C -3.65614 -1.66813 -0.88358 -0.009
H -5.19793 -2.16088 0.52861 0.000
H -3.76810 -1.56094 2.49072 0.000
H -1.48141 -0.71740 2.08835 0.007
H -1.89840 -1.11399 -1.99301 -0.001
H -4.23400 -1.90595 -1.76480 0.000
```

Highest occupied orbital energy (alpha / beta): -11.60 / -11.26 eV
Spin multiplicity: 2
Charge: +1
LUMO (alpha / beta): -5.0 / -4.2 eV
Energy above the lowest of the compared OMol25 structures with the same formula, charge and spin: 0.5985 eV
Expectation value of S²: 0.971



Entry 3:
DFT (the ωB97M-V functional and the def2-TZVPD basis) results for a structure of composition C34H40BKN10O2S3.

Geometry as XYZ:
```
91
Properties=species:S:1:pos:R:3:mulliken_spin:R:1
K -0.75269 0.26913 0.96830 0.013
C 2.18078 1.70847 3.05709 -0.002
C 0.90895 2.27893 2.85922 0.001
N -0.05611 1.41932 3.13549 -0.001
N 0.57185 0.26117 3.50924 0.001
C 1.91043 0.42709 3.46588 0.002
B -0.27112 -1.00040 3.89949 -0.009
N -0.03999 -2.21258 2.93362 0.003
C 0.69145 -3.31154 3.22890 -0.001
C 0.61161 -4.18341 2.17174 0.000
C -0.22064 -3.52003 1.25441 0.000
N -0.61470 -2.34480 1.71089 0.001
N -1.76090 -0.57432 3.98056 0.000
C -2.27319 0.17088 4.98373 0.000
C -3.52904 0.58535 4.62282 0.000
C -3.69254 0.05848 3.33027 0.000
N -2.63343 -0.62698 2.93688 0.000
N 0.12127 -1.50161 5.31280 0.000
C -0.63073 -2.29924 6.09944 0.000
C 0.14758 -2.71927 7.15300 0.000
C 1.39623 -2.12087 6.90428 0.000
N 1.37933 -1.39708 5.79705 0.000
H 3.14751 2.15452 2.90256 0.000
H 0.64764 3.26869 2.51857 0.001
H 2.56345 -0.38071 3.74807 0.000
H 1.21848 -3.37436 4.16651 0.000
H 1.09017 -5.14141 2.07272 0.000
H -0.54493 -3.84235 0.27648 0.000
H -1.69602 0.35539 5.87261 0.000
H -4.21130 1.18655 5.19716 0.000
H -4.53682 0.14564 2.66282 0.000
H -1.65567 -2.50447 5.84431 0.000
H -0.14702 -3.35092 7.97188 0.000
H 2.30239 -2.17902 7.48695 0.000
C 2.83341 0.66357 -3.52190 0.055
C 2.30978 0.32528 -2.14933 0.093
N 1.18694 0.84197 -1.77436 0.337
N 0.35624 1.48269 -2.56664 0.261
C -0.43405 2.43782 -2.12529 0.029
S -0.78924 2.94039 -0.55887 0.172
S -1.20228 3.20221 -3.56553 0.029
C -0.38995 4.80628 -3.39424 -0.006
C 1.09461 4.73739 -3.62651 0.001
C 1.62424 4.82656 -4.90963 -0.001
C 2.98819 4.69998 -5.12484 -0.001
C 3.84273 4.47715 -4.05193 0.001
C 3.32330 4.38766 -2.76844 0.002
C 1.95753 4.52015 -2.55588 0.003
C 3.04926 -0.53596 -1.25998 -0.068
C 4.31265 -1.03562 -1.62206 -0.008
C 5.03489 -1.83250 -0.76794 0.005
C 4.48039 -2.14445 0.49156 -0.007
C 3.25985 -1.66673 0.88344 0.029
C 2.48177 -0.83864 0.01463 0.000
O 1.33783 -0.41161 0.33796 0.070
H 2.08893 1.22385 -4.07859 0.003
H 3.08809 -0.25240 -4.05673 0.002
H 3.74065 1.26602 -3.44299 -0.004
H -0.61574 5.20051 -2.40225 -0.001
H -0.87537 5.44291 -4.13623 0.001
H 0.95644 4.98139 -5.74933 0.001
H 3.38353 4.77082 -6.13030 0.000
H 4.90805 4.37422 -4.21595 0.000
H 3.97999 4.20757 -1.92668 0.000
H 1.54601 4.43471 -1.55748 -0.003
H 4.72203 -0.78719 -2.59371 0.000
H 6.00401 -2.21594 -1.05526 0.000
H 5.03105 -2.78640 1.17120 0.000
H 2.82818 -1.93458 1.83853 -0.003
C -5.45885 -0.35021 -3.98536 0.000
C -5.44519 -1.11845 -2.67158 0.000
C -4.88105 -0.32734 -1.49436 0.001
S -3.10135 -0.23623 -1.39956 0.000
O -2.58655 0.12669 -2.76767 -0.004
C -2.72019 -1.99810 -1.08995 0.000
C -1.89655 -2.63406 -2.20628 0.001
C -0.44516 -2.16836 -2.24143 -0.003
H -5.87165 -0.96834 -4.78420 0.000
H -4.45674 -0.03255 -4.26530 0.000
H -6.08519 0.54085 -3.90201 0.000
H -4.89089 -2.05331 -2.78646 0.000
H -6.46680 -1.41031 -2.40657 0.000
H -5.18373 -0.74717 -0.53125 0.000
H -5.21373 0.71307 -1.51061 0.000
H -3.66255 -2.52143 -0.92277 0.000
H -2.17496 -2.02098 -0.14357 0.000
H -2.36957 -2.44193 -3.17154 0.000
H -1.93935 -3.71619 -2.04014 0.000
H -0.38179 -1.12628 -2.54865 0.007
H 0.12932 -2.76625 -2.95116 0.000
H 0.03628 -2.25646 -1.26380 -0.001
```

Highest occupied orbital energy (alpha / beta): -4.67 / -4.64 eV
Spin multiplicity: 2
Charge: -1
LUMO (alpha / beta): 2.2 / 1.1 eV
Energy above the lowest of the compared OMol25 structures with the same formula, charge and spin: 0.8148 eV
Expectation value of S²: 0.765



Entry 4:
DFT (the ωB97M-V functional and the def2-TZVPD basis) results for an isolated molecule of C6H10O.

Geometry as XYZ:
```
17
Properties=species:S:1:pos:R:3:nbo_charge:R:1
O -0.80084 1.69208 0.63785 -0.710
C -1.24371 0.68307 -0.26111 0.038
C -1.42049 -0.65833 0.42065 -0.220
C -0.35801 -1.32009 0.87371 -0.166
C 1.04325 -0.77944 0.77419 -0.459
C 1.24377 0.26203 -0.37934 -0.469
C -0.08658 0.60061 -1.23744 -0.409
H 0.16073 1.57826 0.52203 0.468
H -2.16945 0.99673 -0.76393 0.186
H -2.41669 -1.07909 0.53505 0.209
H -0.47708 -2.27640 1.37877 0.205
H 1.75087 -1.60503 0.63201 0.219
H 1.30096 -0.37350 1.77068 0.224
H 1.91493 1.05561 0.02959 0.219
H 1.84911 -0.15810 -1.16653 0.230
H -0.02246 1.56194 -1.77408 0.221
H -0.26832 -0.18035 -1.99209 0.213
```

Highest occupied orbital energy: -9.37 eV
LUMO: 1.0 eV
Energy above the lowest of the compared OMol25 structures with the same formula, charge and spin: 0.9236 eV
SMILES: O[C@@H]1C=CCCC1